(1)
# C4H10O5

A 2-piece molecular cluster, C4H10O5 overall at a distorted geometry (ωB97M-V with the def2-TZVPD basis set, the Open Molecules 2025 dataset).

Output
DFT total energy	-534.3381	Ha
LUMO (spin up / spin down)	-1.6 / -1.6	eV
SMILES string	C[C@@H](O)[C@@H](C)OO.O=O

The geometry in XYZ format:
```
19
Properties=species:S:1:pos:R:3:forces:R:3
C -1.07537 1.94452 5.24606 -0.747 0.082 -0.144
C -1.01515 0.42695 5.03631 0.634 0.054 0.065
O -1.32293 0.05660 3.69939 -0.689 0.073 0.067
C 0.37894 -0.15191 5.33057 0.068 0.730 -0.552
C 0.39264 -1.64764 5.18223 -0.011 -0.390 0.292
O 1.30958 0.28266 4.32787 -0.031 0.859 0.398
O 1.35137 1.75312 4.45095 1.421 -0.865 -0.580
H -0.53207 2.18829 6.16061 0.041 0.244 -0.173
H -0.68248 2.49992 4.37519 -0.111 -0.479 0.665
H -2.10645 2.27991 5.38515 -0.116 -0.153 0.069
H -1.66948 -0.11351 5.73719 -0.162 0.312 -0.014
H -2.26344 0.24480 3.56793 0.322 -0.065 -0.108
H 0.72261 0.22608 6.30392 -0.070 -0.244 -0.061
H -0.31264 -2.13265 5.87722 0.146 0.252 -0.361
H 0.12739 -1.85073 4.14772 -0.145 -0.300 0.051
H 1.37854 -2.06278 5.37790 0.104 0.057 0.019
H 2.22854 1.91030 4.03738 -0.643 -0.166 0.358
O 4.77017 1.62128 1.58804 -0.697 -4.082 1.632
O 4.57356 0.46316 2.05034 0.686 4.082 -1.624
```
Forces are in eV/Å.



(2)
# C3HNO3

An isolated molecule of C3HNO3 at a distorted geometry (ωB97M-V with the def2-TZVPD basis set, the Open Molecules 2025 dataset).

Output
DFT total energy	-395.2667	Ha
LUMO	-2.0	eV
SMILES string	O=C1C=NOC1=O

The geometry in XYZ format:
```
8
Properties=species:S:1:pos:R:3:forces:R:3
O 1.80387 -0.52343 -0.90203 -2.129 1.540 2.478
C 0.80687 -0.10457 -0.33444 -1.549 -0.380 -1.389
C -0.63556 -0.19798 -0.95950 2.949 -1.255 -1.485
N -1.57482 0.14268 -0.20855 -0.770 0.697 0.603
O -1.08327 0.68158 1.10317 3.164 -1.024 -1.235
C 0.31292 0.44903 1.13553 3.305 -2.599 4.145
O 1.04461 0.24357 2.18041 -4.265 1.885 -5.207
H -0.67462 -0.69088 -2.01460 -0.704 1.137 2.089
```
Forces are in eV/Å.